No. 1
{"formula": "C3H2Br2O", "method": "ωB97M-V/def2-TZVPD", "species": ["C", "C", "C", "O", "Br", "Br", "H", "H"], "positions_angstrom": [[-1.371, 0.335, 0.116], [-0.335, -0.468, 0.115], [1.344, 0.372, -0.274], [1.401, 1.497, -0.598], [-0.184, -2.269, 0.489], [2.767, -0.836, -0.074], [-2.369, -0.011, 0.344], [-1.253, 1.380, -0.117]], "forces_ev_per_a": [[-0.22, -0.20, 0.05], [3.51, 1.94, -0.75], [-3.80, -1.09, 0.56], [0.04, -0.33, 0.13], [-0.38, -0.22, 0.07], [0.72, -0.13, -0.01], [-0.07, -0.12, 0.02], [0.19, 0.15, -0.07]], "mulliken_charge": [-0.53, 0.04, 0.49, -0.38, -0.06, -0.10, 0.29, 0.25], "total_energy_ha": -5338.7162, "relative_energy_kj_mol": 89.7, "e_lumo_ev": 0.35, "mol_weight_g_mol": 213.86, "homo_lumo_gap_ev": 10.33}



No. 2
{"formula": "C3H2Br2O", "method": "ωB97M-V/def2-TZVPD", "species": ["C", "C", "C", "O", "Br", "Br", "H", "H"], "positions_angstrom": [[1.330, 0.013, 1.541], [0.348, 0.099, 0.838], [-0.795, 0.116, -0.018], [0.074, 0.002, -2.122], [-1.879, -1.356, -0.228], [-1.484, 1.820, -0.192], [1.986, 0.124, 2.285], [0.418, -0.818, -2.104]], "forces_ev_per_a": [[-3.48, 0.21, -2.56], [0.44, -0.92, -0.14], [2.21, 0.32, -2.39], [-2.92, 5.08, 2.48], [-0.29, -0.24, 0.32], [-0.45, 0.20, -0.14], [2.47, 0.11, 2.19], [2.02, -4.77, 0.23]], "mulliken_charge": [0.17, -0.45, -0.01, -0.60, 0.07, 0.03, 0.53, 0.26], "total_energy_ha": -5338.5685, "relative_energy_kj_mol": 477.5, "e_lumo_ev": [-1.80, -1.79], "mol_weight_g_mol": 213.86, "homo_lumo_gap_ev": [7.75, 7.66]}



No. 3
{"formula": "C3H2Br2O", "method": "ωB97M-V/def2-TZVPD", "species": ["C", "C", "C", "O", "Br", "Br", "H", "H"], "positions_angstrom": [[0.092, 1.380, -0.004], [0.566, 0.099, -0.551], [-0.513, 0.121, 0.588], [-0.096, 2.566, -0.001], [2.338, -0.398, 0.021], [-2.340, -0.395, -0.029], [0.163, -0.225, -1.502], [-0.365, -0.469, 1.609]], "forces_ev_per_a": [[-2.09, 0.81, 1.07], [-0.19, 0.25, 0.82], [-0.14, -1.76, 1.27], [1.01, -1.48, -0.41], [-0.39, -0.06, -0.40], [1.07, 0.52, 0.25], [0.61, -0.10, -0.26], [0.12, 1.81, -2.33]], "mulliken_charge": [0.44, -0.28, -0.21, -0.44, -0.10, -0.13, 0.38, 0.34], "total_energy_ha": -5338.6945, "relative_energy_kj_mol": 146.5, "e_lumo_ev": -0.93, "mol_weight_g_mol": 213.86, "homo_lumo_gap_ev": 8.95}



No. 4
{"formula": "C3H2BrClF2", "method": "ωB97M-V/def2-TZVPD", "species": ["C", "C", "C", "F", "F", "Cl", "Br", "H", "H"], "positions_angstrom": [[-0.838, 0.302, -0.378], [-0.089, -0.209, 0.843], [0.588, -0.253, -0.535], [0.387, 0.734, 1.721], [-0.481, -1.324, 1.425], [0.891, -1.613, -1.449], [2.064, 1.143, -0.599], [-1.765, -0.205, -0.740], [-0.757, 1.425, -0.288]], "forces_ev_per_a": [[0.67, 1.52, 1.30], [0.28, 0.89, -1.75], [0.02, 2.34, 1.70], [-0.73, -1.31, -0.40], [0.12, -0.34, 0.56], [0.24, -1.35, -0.54], [-0.96, -0.97, -0.40], [1.17, 0.49, 0.19], [-0.82, -1.27, -0.66]], "mulliken_charge": [-0.69, 0.69, 0.21, -0.24, -0.26, -0.16, -0.12, 0.31, 0.28], "total_energy_ha": -3349.3903, "relative_energy_kj_mol": 78.2, "e_lumo_ev": 0.24, "mol_weight_g_mol": 191.40, "homo_lumo_gap_ev": 10.53}



No. 5
{"formula": "C3H2BrF", "method": "ωB97M-V/def2-TZVPD", "species": ["C", "C", "C", "F", "Br", "H", "H"], "positions_angstrom": [[-1.015, -1.244, 0.241], [-0.358, -0.218, 0.054], [0.496, 2.244, -0.265], [-0.064, 2.439, -1.448], [-0.379, 3.207, 1.062], [-1.818, -1.849, 0.606], [1.633, 2.205, -0.081]], "forces_ev_per_a": [[0.68, 2.34, 0.06], [0.04, 0.67, 0.00], [-0.60, -1.56, 0.29], [1.41, -0.35, 0.98], [0.12, -0.31, -0.03], [0.30, -0.38, -0.25], [-1.96, -0.41, -1.06]], "mulliken_charge": [-0.20, -0.50, 0.11, -0.10, 0.07, 0.30, 0.32], "total_energy_ha": -2789.1372, "relative_energy_kj_mol": 404.6, "e_lumo_ev": [-2.03, -2.03], "mol_weight_g_mol": 136.95, "homo_lumo_gap_ev": [7.31, 7.32]}



No. 6
{"formula": "C3H2BrIO2", "method": "ωB97M-V/def2-TZVPD", "species": ["C", "C", "C", "O", "O", "Br", "I", "H", "H"], "positions_angstrom": [[1.000, 0.405, 0.096], [0.288, -0.677, -0.092], [-2.070, 0.000, -0.044], [-2.836, -0.801, 0.308], [2.328, 0.657, 0.177], [-2.440, 1.941, -0.313], [0.240, -2.723, -0.176], [0.550, 1.330, -0.053], [2.941, -0.133, 0.097]], "forces_ev_per_a": [[1.20, -0.91, -0.84], [-2.62, -0.24, 0.16], [1.63, -1.10, 0.53], [0.52, 0.68, -0.49], [1.61, -1.49, 0.12], [0.15, -0.31, -0.02], [0.30, 0.76, 0.12], [-1.32, 1.54, 0.22], [-1.47, 1.07, 0.19]], "mulliken_charge": [0.41, -0.52, 0.30, -0.28, -0.48, -0.16, 0.21, 0.20, 0.32], "total_energy_ha": -3137.5540, "relative_energy_kj_mol": 268.3, "e_lumo_ev": [-1.26, -1.45], "mol_weight_g_mol": 276.85, "homo_lumo_gap_ev": [7.66, 7.37]}



No. 7
{"formula": "C3H2BrNO4", "method": "ωB97M-V/def2-TZVPD", "species": ["C", "C", "C", "N", "O", "O", "O", "O", "Br", "H", "H"], "positions_angstrom": [[0.265, -1.075, 1.052], [0.137, -0.363, -1.353], [0.229, 0.110, 0.115], [-0.950, 1.118, 0.261], [-0.210, -2.119, 0.752], [1.146, -0.246, -1.906], [-0.662, 2.210, 0.673], [-1.962, 0.731, -0.248], [1.842, 1.224, 0.439], [0.946, -0.816, 1.963], [-0.781, -0.775, -1.748]], "forces_ev_per_a": [[1.43, 1.10, 1.50], [-0.83, 0.23, 2.31], [-0.19, 1.87, 0.12], [1.94, -0.06, -0.04], [-0.28, -0.50, 0.16], [2.82, -0.26, -3.37], [-1.37, 0.02, 0.26], [-1.28, -0.08, 0.14], [-0.47, -1.27, -0.19], [-1.22, -0.90, -0.88], [-0.54, -0.16, 0.00]], "mulliken_charge": [0.02, -0.04, 0.29, 0.88, -0.40, -0.35, -0.51, -0.54, -0.03, 0.27, 0.40], "total_energy_ha": -3045.0811, "relative_energy_kj_mol": 475.6, "e_lumo_ev": -0.72, "mol_weight_g_mol": 195.96, "homo_lumo_gap_ev": 10.05}



No. 8
{"formula": "C3H2BrNOS", "method": "ωB97M-V/def2-TZVPD", "species": ["C", "C", "C", "N", "O", "S", "Br", "H", "H"], "positions_angstrom": [[-0.661, -0.349, 0.986], [1.704, 0.009, 0.389], [-1.651, -0.087, -1.510], [0.490, -0.090, 0.539], [2.568, 0.924, -0.008], [-2.034, -0.800, -0.033], [-2.961, -0.326, -2.824], [-0.840, 0.040, 2.054], [3.384, 0.679, 0.406]], "forces_ev_per_a": [[-4.07, -0.17, 1.29], [-0.94, -1.16, 0.71], [0.91, 0.65, -0.78], [3.96, 1.54, -1.71], [-1.66, 0.43, -0.33], [1.05, 0.58, 2.41], [-0.26, -0.41, -0.15], [-0.14, -1.30, -1.57], [1.14, -0.17, 0.13]], "mulliken_charge": [-0.10, -0.01, -0.25, 0.11, -0.34, 0.03, -0.17, 0.31, 0.41], "s_squared": 2.0277, "total_energy_ha": -3217.4375, "relative_energy_kj_mol": 126.2, "e_lumo_ev": [-0.36, -2.67], "mol_weight_g_mol": 180.03, "spin_multiplicity": 3, "homo_lumo_gap_ev": [5.73, 4.55]}



No. 9
{"formula": "C3H2CdLi2O3", "method": "ωB97M-V/def2-TZVPD", "species": ["C", "C", "O", "H", "H", "Li", "Li", "O", "C", "O", "Cd"], "positions_angstrom": [[-0.983, 0.310, 0.576], [0.015, -0.184, -0.494], [-2.186, 0.057, 0.528], [-0.492, 0.823, 1.402], [-0.129, -1.155, -0.971], [-3.611, 0.940, -0.228], [-2.604, -1.709, 0.924], [1.061, 0.558, -0.704], [2.581, 0.170, -1.080], [3.432, -0.539, -0.896], [2.916, 0.730, 0.942]], "forces_ev_per_a": [[7.46, -1.14, -2.63], [-3.10, 0.61, 3.63], [-4.57, -1.24, -0.05], [-0.39, 0.72, -0.04], [-0.16, 0.43, -0.67], [0.00, 0.39, -0.05], [0.07, -0.24, 0.22], [-4.01, 0.06, -0.21], [2.74, 3.28, -3.17], [1.29, -4.66, -0.47], [0.65, 1.78, 3.43]], "mulliken_charge": [0.10, -0.03, -0.93, 0.30, 0.30, 0.93, 0.91, -0.29, 0.26, -0.11, 0.57], "total_energy_ha": -523.2592, "relative_energy_kj_mol": 302.1, "e_lumo_ev": [-8.91, -8.52], "charge": 2, "mol_weight_g_mol": 212.34, "homo_lumo_gap_ev": [5.42, 6.84]}



No. 10
{"formula": "C3H2CdO2", "method": "ωB97M-V/def2-TZVPD", "species": ["H", "O", "C", "C", "Cd", "H", "C", "O"], "positions_angstrom": [[-2.030, 0.616, -0.078], [0.609, 2.084, -0.235], [-0.527, 1.993, 0.066], [-1.772, 1.649, 0.203], [2.621, 2.301, 0.341], [-2.521, 2.423, 0.373], [1.535, -0.389, 2.925], [1.360, 0.251, 2.010]], "forces_ev_per_a": [[0.13, 0.50, 0.35], [-0.90, 0.62, -0.18], [-1.06, -1.59, -0.63], [0.21, 0.76, -0.19], [1.48, 0.11, 0.46], [0.10, -0.39, 0.14], [-0.02, -0.11, 0.12], [0.06, 0.10, -0.08]], "mulliken_charge": [0.29, -0.40, 0.72, -0.71, 0.83, 0.27, 0.07, -0.08], "s_squared": 0.7508, "total_energy_ha": -433.3675, "relative_energy_kj_mol": 0.0, "e_lumo_ev": [-4.40, -7.03], "charge": 1, "mol_weight_g_mol": 182.46, "spin_multiplicity": 2, "homo_lumo_gap_ev": [9.18, 7.44]}



No. 11
{"formula": "C3H2Cl2F2", "method": "ωB97M-V/def2-TZVPD", "species": ["C", "C", "C", "F", "F", "Cl", "Cl", "H", "H"], "positions_angstrom": [[-0.109, -0.570, -0.648], [0.447, 0.804, -0.604], [-0.383, -0.501, 0.808], [1.677, 1.054, -0.162], [-0.304, 1.899, -0.575], [-1.821, 0.210, 1.415], [0.832, -0.927, 1.944], [-0.988, -0.667, -1.269], [0.649, -1.300, -0.907]], "forces_ev_per_a": [[0.02, -0.04, 0.25], [-0.42, -0.33, 1.80], [0.65, 0.96, -0.96], [-0.41, -0.10, -0.40], [0.26, -0.45, -0.22], [0.10, -0.07, -0.12], [-0.11, 0.04, -0.13], [-0.14, 0.05, -0.15], [0.04, -0.06, -0.07]], "mulliken_charge": [-0.32, 0.37, 0.13, -0.21, -0.21, -0.15, -0.15, 0.27, 0.27], "total_energy_ha": -1235.5188, "relative_energy_kj_mol": 220.0, "e_lumo_ev": [0.52, 0.42], "mol_weight_g_mol": 146.95, "homo_lumo_gap_ev": [8.28, 8.19]}



No. 12
{"formula": "C3H2Cl2F2", "method": "ωB97M-V/def2-TZVPD", "species": ["C", "C", "C", "F", "F", "Cl", "Cl", "H", "H"], "positions_angstrom": [[-0.927, 1.426, 0.428], [0.187, 1.009, -0.048], [0.613, -1.576, -0.354], [1.297, 1.617, -0.387], [1.630, -1.845, -1.175], [-0.770, -2.086, -1.208], [0.779, -1.995, 1.328], [-1.169, 2.564, 0.483], [-1.641, 0.885, 0.934]], "forces_ev_per_a": [[-0.49, 4.30, 0.10], [1.86, -2.31, -0.37], [-0.29, 1.48, -0.31], [-0.42, 0.20, -0.34], [0.71, 0.30, 1.10], [-0.99, -0.17, 0.33], [0.18, -0.23, -0.76], [0.80, -1.84, -0.20], [-1.37, -1.73, 0.44]], "mulliken_charge": [-0.56, 0.29, 0.30, -0.18, -0.17, -0.09, -0.07, 0.21, 0.29], "total_energy_ha": -1235.4436, "relative_energy_kj_mol": 417.6, "e_lumo_ev": [-0.45, -0.58], "mol_weight_g_mol": 146.95, "homo_lumo_gap_ev": [8.59, 8.78]}